The following is a DFT calculation (ωB97M-V/def2-TZVPD) of a structure of composition C6H10O.

Properties
HOMO level: -9.58 eV
ΔE to the lowest compared entry with this formula, charge and spin: 1.498 eV
total energy: -8429.743 eV
LUMO energy: 1.2 eV

```
! RIJCOSX wB97M-V def2-TZVPD def2/J DEFGRID3
* xyz 0 1
C 0.0138 2.0956 -0.5686
C 0.9812 1.1178 -1.1769
C -0.4216 0.6913 -0.8666
C -0.7061 -0.2585 0.2594
C -0.2660 -1.7300 0.1705
C 0.1840 -1.4806 1.6086
O 0.1231 -0.0588 1.4201
H 0.1690 2.3596 0.4734
H -0.3789 2.8942 -1.1910
H 1.2596 1.2472 -2.2188
H 1.7706 0.7445 -0.5309
H -1.0978 0.5571 -1.7083
H -1.7633 -0.1830 0.5582
H -1.0331 -2.4915 0.0125
H 0.5653 -1.8691 -0.5271
H -0.5649 -1.8158 2.3389
H 1.1652 -1.8199 1.9464
*
```